The following is a DFT calculation (ωB97M-V with the def2-TZVPD basis set) of C37H41CsN11O3S2 as an isolated structure.

Element x y z (Å)
Cs: 0.45 1.41 0.12
C: -6.70 0.29 -2.98
C: -6.35 0.87 -1.62
N: -5.72 -0.07 -0.71
C: -4.39 -0.48 -0.94
S: -3.90 -1.87 -0.02
N: -3.71 0.25 -1.75
N: -2.35 0.00 -1.86
C: -1.98 -0.48 -2.98
C: -2.95 -0.86 -4.06
C: -0.52 -0.69 -3.20
C: -0.08 -1.89 -3.75
C: 1.28 -2.12 -3.87
C: 2.16 -1.13 -3.46
C: 1.63 0.04 -2.94
N: 0.32 0.27 -2.81
H: -7.16 1.04 -3.62
H: -7.40 -0.55 -2.88
H: -5.80 -0.07 -3.47
H: -7.26 1.24 -1.12
H: -5.67 1.71 -1.74
H: -6.28 -0.86 -0.44
H: -3.56 0.01 -4.31
H: -3.63 -1.64 -3.72
H: -2.42 -1.20 -4.95
H: -0.80 -2.65 -4.05
H: 1.65 -3.06 -4.26
H: 3.23 -1.26 -3.50
H: 2.29 0.82 -2.57
C: -0.42 -2.25 -0.35
O: 0.93 -1.81 -0.40
C: 1.89 -2.76 -0.48
C: 1.60 -4.12 -0.53
C: 2.64 -5.05 -0.62
C: 3.95 -4.63 -0.66
C: 4.24 -3.27 -0.58
C: 3.23 -2.32 -0.48
N: 3.47 -0.93 -0.39
N: 4.62 -0.70 0.09
C: 5.10 0.57 0.22
C: 4.40 1.77 -0.17
O: 3.22 1.82 -0.58
C: 5.16 3.01 -0.06
C: 6.40 3.07 0.45
C: 7.08 1.89 0.91
C: 8.37 1.96 1.47
C: 9.02 0.84 1.91
C: 8.38 -0.40 1.80
C: 7.12 -0.50 1.25
C: 6.43 0.65 0.79
H: -0.67 -2.88 -1.20
H: -1.05 -1.37 -0.39
H: -0.61 -2.80 0.57
H: 0.58 -4.47 -0.51
H: 2.39 -6.11 -0.67
H: 4.76 -5.35 -0.74
H: 5.26 -2.92 -0.61
H: 4.64 3.90 -0.40
H: 6.92 4.02 0.52
H: 8.84 2.94 1.54
H: 10.01 0.91 2.34
H: 8.88 -1.30 2.14
H: 6.64 -1.46 1.17
C: -1.91 -2.08 3.23
C: -0.98 -0.98 2.80
N: -1.36 0.14 2.33
N: -2.71 0.31 2.15
C: -3.21 1.56 1.97
N: -4.48 1.59 1.53
S: -2.37 2.97 2.32
C: 0.50 -1.21 2.87
C: 1.00 -2.51 2.90
C: 2.38 -2.69 2.86
C: 3.20 -1.59 2.79
C: 2.60 -0.33 2.78
N: 1.29 -0.14 2.82
H: -2.20 -2.71 2.39
H: -2.83 -1.64 3.62
H: -1.46 -2.70 4.00
H: -3.20 -0.47 1.67
H: -4.92 0.80 1.07
H: -4.85 2.50 1.35
H: 0.34 -3.36 2.92
H: 2.79 -3.69 2.83
H: 4.28 -1.68 2.70
H: 3.22 0.56 2.70
C: -2.19 3.32 -1.57
C: -1.34 4.37 -0.90
N: -2.03 5.39 -0.28
O: -0.12 4.33 -0.91
H: -2.99 3.78 -2.16
H: -2.66 2.70 -0.80
H: -1.58 2.69 -2.20
H: -2.93 5.13 0.08
H: -1.46 5.91 0.37

Kohn-Sham gap   6.39 eV
Energy relative to the best compared isomer or geometry (same formula, charge and spin)   0.0 kcal/mol
LUMO level   2.04 eV
Calculated total energy   -3079.22727 hartree
HOMO   -4.35 eV
Total charge   -1